(1)
DFT (ωB97M-V/def2-TZVPD) results for a structure of composition C45H53Cl5CoN3O2PSe.

```
111
Properties=species:S:1:pos:R:3:forces:R:3
C -4.774 1.807 1.055 0.124 -0.028 -0.128
C -5.847 0.177 2.421 0.141 0.011 0.016
N 3.580 3.260 -2.410 -0.018 -0.049 0.097
H -5.284 -3.030 0.672 -0.046 0.006 0.073
C 5.676 3.076 -1.524 0.035 0.008 0.038
H 0.520 -5.001 -0.362 0.084 0.046 0.011
N -0.144 1.611 0.613 0.073 -0.258 0.023
Cl -8.314 0.508 3.446 0.006 -0.008 -0.006
H 2.060 -4.549 0.313 0.026 0.008 -0.012
C -1.580 -0.436 -2.307 0.021 0.026 -0.019
H -3.462 -5.905 -1.953 -0.009 -0.011 0.020
C -0.114 2.304 -0.529 -0.046 0.101 0.123
H -2.564 3.710 4.128 0.023 -0.016 -0.001
C -6.990 2.237 1.855 0.045 -0.008 -0.007
H 0.772 -2.597 -3.552 -0.066 0.145 -0.060
C -2.094 -4.976 -0.593 0.027 -0.096 0.000
C 5.572 3.951 -3.780 0.019 0.003 -0.014
H 1.941 -1.452 -2.292 0.068 -0.115 -0.004
Cl -5.858 4.168 0.336 -0.010 0.028 -0.016
C 3.089 -3.224 -1.870 0.061 -0.032 0.074
H -3.081 -2.431 1.588 -0.012 -0.037 -0.020
H 1.033 3.254 -2.075 0.026 0.013 -0.016
C -0.168 -0.835 -4.332 -0.049 -0.004 -0.019
H 4.927 2.328 0.331 -0.012 0.020 0.013
H -5.459 -4.518 -1.327 0.016 0.021 -0.015
P -0.934 -2.341 -0.303 0.001 -0.232 -0.135
H -1.075 2.539 -0.972 0.056 0.008 -0.050
H -2.263 3.317 2.458 -0.006 -0.023 -0.044
H 0.253 5.451 3.492 -0.006 0.016 -0.009
H -1.890 4.943 3.041 -0.022 0.006 0.027
C -0.162 -2.334 -4.052 0.147 -0.007 0.041
C 7.681 3.663 -2.612 0.018 -0.005 0.021
C -6.956 1.000 2.508 -0.046 0.057 -0.005
H -1.259 -3.845 -2.961 0.089 0.058 0.002
H 2.360 -5.250 -2.007 0.003 -0.002 0.006
C -0.163 2.114 3.940 0.111 0.065 0.105
H 3.138 1.390 1.183 0.039 0.036 -0.017
C -1.350 -2.785 -3.207 0.024 -0.050 -0.061
Cl -8.376 3.251 1.962 -0.031 0.019 -0.004
H -2.434 -0.237 -2.964 -0.006 0.022 -0.014
H 3.550 -3.225 -2.860 -0.026 0.016 -0.021
H 2.494 6.143 3.776 0.002 0.010 -0.008
C -4.589 -4.574 -0.670 -0.046 -0.044 0.026
C -0.308 -0.037 -3.040 0.005 0.112 0.022
C 2.879 5.189 4.134 0.038 0.043 0.005
H 7.632 2.880 -0.608 0.006 -0.003 0.014
C 1.965 -4.253 -1.799 -0.087 -0.107 -0.053
H 3.225 5.334 5.159 -0.006 -0.007 0.006
H 1.502 0.175 5.679 -0.042 -0.007 0.011
C -3.344 -4.931 -1.472 -0.006 0.060 -0.051
C 2.240 1.693 0.661 -0.072 -0.045 -0.022
H -2.678 -2.124 -1.693 0.006 -0.010 0.003
C 7.062 3.173 -1.480 0.025 0.008 -0.040
O -1.094 -1.125 0.575 0.005 0.007 -0.112
C 4.928 3.457 -2.647 0.008 -0.011 0.040
Se -1.499 0.729 3.824 0.043 0.266 -0.215
H 3.873 -3.522 -1.164 0.015 -0.004 -0.002
C 1.307 -4.249 -0.424 0.046 -0.079 0.013
H -3.420 -4.142 1.781 -0.019 0.000 0.004
C -1.634 -1.930 -1.961 -0.084 0.011 0.102
H 8.759 3.756 -2.629 0.010 0.000 0.007
C 2.603 -1.824 -1.508 -0.069 0.065 -0.128
N 4.744 2.640 -0.605 -0.039 0.033 -0.153
C -1.888 -3.772 0.352 0.084 0.022 -0.095
C -4.706 0.537 1.661 -0.253 0.171 0.075
Cl -3.355 2.308 0.162 -0.230 -0.021 0.008
H 3.137 2.525 4.627 0.031 0.007 0.013
C 0.804 -2.870 0.008 -0.140 -0.001 0.157
H 7.478 4.425 -4.610 0.003 0.008 -0.013
C 2.265 2.398 -0.536 -0.003 -0.031 0.011
C 6.947 4.046 -3.747 -0.002 0.000 -0.005
H -1.220 -4.118 1.150 0.030 0.073 -0.004
O -3.686 -0.237 1.543 0.000 -0.070 -0.147
Cl -5.769 -1.302 3.299 0.018 -0.077 -0.097
C 1.157 1.795 4.301 -0.049 0.003 -0.017
C -0.481 3.453 3.655 0.030 -0.104 0.064
H 2.620 -1.969 0.623 0.013 0.027 0.001
C -5.876 2.642 1.130 -0.041 -0.036 0.069
H 2.634 0.237 4.330 0.011 -0.006 0.031
H -1.738 0.167 -1.413 0.036 -0.040 0.003
H -1.209 -5.156 -1.209 -0.106 0.023 -0.027
H -3.223 -4.215 -2.288 -0.039 0.033 0.065
H 1.215 -4.056 -2.572 0.085 -0.075 0.131
C -3.204 -3.364 1.039 0.051 0.018 0.073
H 3.443 -1.125 -1.480 0.015 -0.016 0.019
C -1.872 3.884 3.300 -0.099 0.003 -0.001
H 5.001 4.246 -4.650 -0.012 0.002 -0.010
H -0.164 -2.897 -4.988 -0.019 0.012 -0.008
H 0.736 -0.550 -4.873 0.022 0.001 0.028
H -4.793 -5.375 0.050 -0.009 0.002 0.010
C 0.515 4.422 3.717 0.095 -0.005 -0.002
H -0.331 1.033 -3.261 0.001 -0.021 -0.006
C 3.514 2.780 -1.199 0.042 0.035 0.001
H 0.635 -2.931 1.094 0.033 0.008 -0.020
H 0.965 0.701 2.077 -0.027 -0.113 0.177
C 1.880 -1.794 -0.167 0.064 -0.025 -0.005
Co -1.882 0.546 1.419 0.178 -0.144 0.388
H -4.266 -2.430 -0.596 -0.027 -0.027 -0.023
C 1.052 2.711 -1.142 -0.015 -0.031 0.107
H -1.013 -0.588 -4.984 -0.007 -0.005 -0.013
H 0.563 -0.196 -2.393 -0.118 0.071 -0.024
C 2.122 2.796 4.352 -0.023 0.024 -0.040
C 1.023 1.299 1.187 -0.194 0.290 -0.291
H -2.249 -2.705 -3.829 0.006 -0.022 -0.026
H -2.179 -5.855 0.054 -0.018 -0.008 -0.004
H 1.455 -0.812 0.029 -0.013 -0.018 -0.052
C -4.394 -3.271 0.093 -0.029 0.073 0.033
H 0.964 -0.347 4.099 0.029 0.000 -0.012
C 1.825 4.119 4.060 -0.045 -0.029 0.000
H 3.753 4.932 3.531 0.003 -0.012 -0.006
C 1.589 0.386 4.610 0.025 -0.028 0.024
```
Forces are in eV/Å.

Calculated values
Kohn-Sham gap (spin up / spin down): 6.6 / 6.8 eV
Expectation value of S²: 3.76
Electronic energy: -8487.99511 Eh
Relative energy (zero: lowest compared OMol25 entry of this formula, charge and spin): 0.0 kcal/mol
Total charge: 0
2S+1: 4
M: 1014.1 g/mol

=====

(2)
DFT (ωB97M-V/def2-TZVPD) results for an isolated molecule of C13H12BNO3 at a distorted geometry.

```
30
Properties=species:S:1:pos:R:3:forces:R:3
C 1.369 -1.498 -0.281 0.606 -0.777 -0.480
C -4.323 0.242 -0.616 1.592 0.046 2.309
C -2.546 1.078 0.918 -0.616 0.328 0.051
H 2.174 2.156 0.159 0.284 1.707 0.425
C 0.588 0.810 -0.013 0.271 -0.492 -0.147
H -2.311 1.363 1.942 0.359 -0.163 -0.269
H -5.437 -0.370 1.725 -0.426 -0.202 -0.611
C 2.936 0.239 0.115 2.962 -1.833 -0.983
O 5.004 -1.204 0.176 -0.140 3.275 -0.068
C 3.873 -1.972 -0.077 -0.702 -1.873 -0.190
H 1.174 -2.576 -0.362 -0.252 0.551 -0.129
C -3.806 0.488 0.707 -0.983 -0.645 -0.636
N -4.568 0.103 1.821 0.976 0.315 0.993
O -0.389 1.856 0.108 -0.658 -2.517 -1.218
H -0.664 -0.929 -0.295 -0.164 -0.079 0.053
H 6.271 0.825 0.172 -0.890 1.351 0.374
B 4.527 0.144 0.221 0.886 2.273 0.372
C -1.731 1.360 -0.176 0.901 -0.243 2.612
C 1.930 1.144 0.101 -1.553 1.300 0.157
H -5.258 -0.305 -0.675 0.043 0.293 -0.455
H -1.602 1.126 -2.259 0.859 0.185 -0.570
C 2.693 -1.075 -0.214 -1.560 -0.740 1.784
O 5.397 1.297 0.311 0.186 -3.968 -0.535
H 3.974 -2.502 -1.035 0.333 -0.273 0.350
C -3.418 0.496 -1.631 -3.394 -1.349 -0.926
H 3.788 -2.695 0.776 -0.258 0.348 -0.872
H -3.725 0.246 -2.663 0.362 0.238 0.600
H -4.077 -0.248 2.649 -0.108 0.496 -0.730
C 0.352 -0.579 -0.211 -1.326 1.045 0.233
C -2.195 0.980 -1.393 2.413 1.406 -1.494
```
Forces are in eV/Å.

Calculated values
Kohn-Sham gap: 8.9 eV
Electronic energy: -807.96901 Eh
Relative energy (zero: lowest compared OMol25 entry of this formula, charge and spin): 0.0 kcal/mol
Total charge: 0
SMILES: Nc1cccc(Oc2ccc3c(c2)B(O)OC3)c1
2S+1: 1
M: 241.1 g/mol

=====

(3)
DFT (ωB97M-V/def2-TZVPD) results for a cluster of 2 separate species, C6H15ClN3O in total at a distorted geometry.

```
26
Properties=species:S:1:pos:R:3:forces:R:3
H -1.219 -0.402 -3.995 0.207 -0.217 0.275
H -0.565 -0.268 3.914 0.065 0.017 -0.123
H -2.749 -1.619 3.000 0.150 0.096 -0.164
C -0.719 1.940 -3.206 -0.038 0.033 -0.104
C -2.193 -1.497 2.052 -0.065 -0.107 -0.058
H -1.353 1.618 -4.031 0.089 0.265 0.129
H 0.351 -1.124 -3.513 -0.229 0.337 0.057
N -0.183 0.714 -2.579 1.082 0.701 1.569
N -0.350 -0.288 2.921 0.505 0.073 -0.221
N -1.388 -0.286 1.992 0.037 -0.045 0.019
H -1.550 -2.371 1.902 -0.165 0.186 0.008
H -2.743 1.050 2.999 0.142 -0.053 -0.189
H -2.917 0.856 1.231 0.109 0.203 0.231
C -0.542 -0.591 -3.158 -0.071 -0.639 -0.040
Cl 1.106 2.243 -0.853 -0.358 -0.581 -0.319
H 0.096 2.571 -3.573 -0.121 -0.210 0.045
H 0.954 -0.124 -1.043 -0.073 0.097 0.086
H 1.636 -0.284 3.379 0.045 -0.094 -0.583
H -1.300 2.512 -2.474 0.091 -0.192 -0.133
H -1.034 -1.223 -2.406 0.066 0.314 -0.210
C 0.590 0.783 -1.524 -0.601 0.001 -1.011
C 0.955 -0.334 2.500 -1.012 -0.057 -0.282
O 1.275 -0.416 1.322 0.262 0.206 0.794
H -1.545 1.801 1.895 -0.168 -0.188 0.040
H -2.920 -1.429 1.234 0.105 -0.213 0.203
C -2.189 0.927 2.049 -0.054 0.066 -0.019
```
Forces are in eV/Å.

Calculated values
Kohn-Sham gap: 7.7 eV
Electronic energy: -937.02062 Eh
Total charge: +1
2S+1: 1
M: 180.7 g/mol

=====

(4)
DFT (ωB97M-V/def2-TZVPD) results for a cluster of 2 separate species, H3NO2 in total at a distorted geometry.

```
6
Properties=species:S:1:pos:R:3:forces:R:3
O -0.031 -0.951 0.079 0.126 2.485 -3.406
O 0.144 -0.972 1.353 -1.988 0.026 3.500
H -0.489 0.750 -1.474 0.425 0.158 1.065
H -0.802 -0.961 1.831 2.476 0.242 -1.579
H 1.073 1.131 -1.151 -1.863 -0.910 1.495
N 0.105 1.003 -0.639 0.823 -2.000 -1.074
```
Forces are in eV/Å.

Calculated values
Kohn-Sham gap: 8.4 eV
Electronic energy: -206.78521 Eh
Relative energy (zero: lowest compared OMol25 entry of this formula, charge and spin): 90.4 kcal/mol
Total charge: 0
2S+1: 1
M: 49.0 g/mol

=====

(5)
DFT (ωB97M-V/def2-TZVPD) results for the ion C6H12IN2 with charge +1 at a distorted geometry.

```
21
Properties=species:S:1:pos:R:3:forces:R:3
H -0.058 -1.730 1.839 0.145 0.040 -0.330
C -1.232 0.009 -1.123 -1.132 -1.362 1.327
N 0.537 -0.686 0.092 2.834 0.018 -0.501
H -2.672 2.329 -0.708 1.700 -0.878 2.068
H -2.550 1.407 0.845 -1.997 -1.336 1.744
C 0.828 -1.593 1.207 1.590 -0.429 1.692
H -1.653 2.785 0.728 1.212 1.467 0.483
H -0.358 -2.133 -1.281 -0.452 1.882 0.745
C 1.792 -0.621 -0.861 -0.334 1.197 -0.887
H -0.039 0.799 1.513 0.080 0.007 0.742
H 1.181 -2.601 0.797 -0.430 1.522 0.600
H 1.411 0.227 -1.447 0.719 -0.581 -0.505
C -0.473 -1.100 -0.807 -2.336 -0.737 -2.512
C -1.976 1.950 0.196 -1.524 0.411 -4.061
I 3.615 0.187 -0.029 -0.440 -0.570 -0.056
H 1.948 -1.522 -1.551 -0.391 1.064 1.622
H 1.016 1.400 0.207 0.332 -0.011 0.287
N -0.957 1.056 -0.305 0.504 0.703 -1.331
H 1.656 -1.072 1.852 -1.441 -1.269 -1.257
H -2.198 0.154 -1.629 0.860 -0.757 -0.447
C 0.182 0.757 0.463 0.500 -0.379 0.576
```
Forces are in eV/Å.

Calculated values
Kohn-Sham gap: 9.0 eV
Electronic energy: -642.68095 Eh
Relative energy (zero: lowest compared OMol25 entry of this formula, charge and spin): 38.1 kcal/mol
Total charge: +1
SMILES: CN1C=C[N@@+](C)(CI)C1
2S+1: 1
M: 239.1 g/mol

=====

(6)
DFT (ωB97M-V/def2-TZVPD) results for a cluster of 2 separate species, C5H14NOS in total at a distorted geometry.

```
22
Properties=species:S:1:pos:R:3:forces:R:3
H 0.072 3.153 0.518 -0.448 -0.601 0.639
H 1.890 1.882 -0.061 -0.361 0.019 -0.267
N 1.424 1.665 0.809 0.581 -1.514 0.130
H -0.959 -6.489 -2.871 -0.301 0.300 0.131
H 0.616 -0.284 1.127 0.350 -0.436 -0.899
H -0.693 1.154 -1.035 0.095 0.509 -0.365
H -1.004 0.294 0.371 -0.692 -0.076 0.142
H -2.087 -5.414 -2.628 0.269 -0.092 0.098
H -0.304 1.998 1.906 0.032 0.327 -0.116
C 0.043 2.083 0.865 -0.140 0.522 -1.648
H 3.677 -0.348 0.604 0.079 -0.162 0.571
H -2.703 2.059 1.129 -0.003 0.919 0.394
S 2.211 -2.379 0.301 0.489 -0.118 0.358
C -1.025 1.311 -0.015 0.821 0.586 1.282
C 1.612 0.163 1.108 -0.714 2.014 0.993
C -2.405 2.008 0.095 0.044 -3.191 -1.288
H -3.137 1.239 -0.307 0.477 1.021 0.102
O -1.877 -6.234 -3.114 -0.109 -0.313 -0.320
C 2.657 -0.604 0.314 -0.683 -0.172 -0.604
H 1.778 0.207 2.186 0.840 -0.549 0.154
H 2.648 -0.338 -0.750 -0.390 0.494 0.039
H -2.434 2.874 -0.554 -0.236 0.512 0.474
```
Forces are in eV/Å.

Calculated values
Kohn-Sham gap (spin up / spin down): 1.7 / 5.2 eV
Expectation value of S²: 0.75
Electronic energy: -726.94213 Eh
Relative energy (zero: lowest compared OMol25 entry of this formula, charge and spin): 28.0 kcal/mol
Total charge: -2
2S+1: 2
M: 136.2 g/mol